(1)
DFT (ωB97M-V/def2-TZVPD) results for the ion C29H33N2O2 with charge +1 at a distorted geometry.

## Properties
Highest occupied orbital energy (Eh): -0.3914
HOMO-LUMO gap (hartree): 0.302
Spin multiplicity: 1
E (Eh): -1384.60637
SMILES: COC(=O)[C@H]1CCC[N@H+]1[C@@H](/C=C/N(Cc1ccccc1)Cc1ccccc1)c1ccccc1
Total charge: +1

The geometry in XYZ format:
```
66
Properties=species:S:1:pos:R:3:forces:R:3
O -1.586 2.268 0.457 -0.88 -0.64 -1.56
O -3.518 1.544 -0.505 1.31 0.05 -0.24
N -0.125 1.214 -1.919 -1.25 -0.10 -2.54
N -0.249 -1.818 1.517 0.01 -0.39 0.32
C 1.839 -4.626 -0.979 0.20 0.11 0.05
C -3.513 0.967 4.277 0.01 -0.23 -0.15
C -4.195 -0.175 3.833 0.19 0.12 0.15
C -2.137 2.151 -2.894 -0.98 0.43 -0.37
C -2.103 -1.128 3.069 0.01 0.21 0.19
C -0.433 -0.859 0.578 0.38 0.28 0.09
C 4.682 1.964 -2.080 -0.50 -0.05 -0.01
C -1.417 -0.008 3.546 -0.31 0.12 -0.01
C 2.851 0.390 -1.898 0.22 0.15 0.01
C 0.701 0.997 -0.737 1.06 0.14 1.55
C -2.125 1.045 4.135 0.04 -0.17 -0.04
C 3.237 -2.943 0.755 -0.31 -0.02 -0.08
C 3.905 2.940 -1.439 0.13 -0.42 0.23
C 4.150 0.689 -2.312 -0.10 0.19 0.04
C 3.227 -4.491 -1.106 -0.21 0.20 0.27
C 1.843 -3.045 0.855 0.20 -0.28 -0.14
C -1.626 1.241 -1.777 -0.31 0.02 0.28
C -4.237 1.998 0.648 -0.37 0.16 0.29
C 0.299 2.306 -2.887 -0.15 0.34 0.05
C -2.184 1.746 -0.474 -0.07 0.66 1.88
C -3.486 -1.222 3.241 0.10 0.20 -0.13
C 3.926 -3.655 -0.224 -0.11 -0.18 -0.12
C -1.366 -2.254 2.380 0.00 -0.33 -0.65
C 2.129 1.325 -1.155 0.12 -0.21 0.27
C 0.571 -0.397 -0.225 -0.13 -0.77 0.00
C -0.940 2.604 -3.718 0.33 0.01 -0.52
C 1.148 -3.906 -0.001 0.27 0.07 0.03
C 2.669 2.588 -0.891 0.00 -0.09 -0.39
C 1.120 -2.211 1.889 -0.37 0.16 0.19
H 4.730 -0.074 -2.830 -0.08 0.26 0.10
H -0.022 0.373 -2.494 0.33 -0.12 0.29
H 0.352 1.711 0.024 0.28 -0.17 -0.49
H -5.232 2.244 0.285 0.06 -0.01 0.11
H 4.268 3.963 -1.345 0.04 -0.30 0.14
H -3.748 2.867 1.092 -0.11 -0.14 -0.08
H 1.048 -2.749 2.848 0.05 0.09 -0.37
H -0.884 2.066 -4.672 -0.05 0.12 0.19
H 1.120 1.912 -3.490 -0.06 0.16 0.27
H 5.689 2.198 -2.411 -0.17 0.02 -0.03
H 3.770 -2.288 1.451 -0.10 -0.18 -0.29
H -0.978 3.676 -3.946 -0.07 -0.34 -0.02
H 1.706 -1.296 2.085 -0.14 -0.14 -0.16
H 3.763 -5.035 -1.883 -0.14 0.10 0.21
H -2.890 1.600 -3.477 0.30 0.41 0.10
H 0.668 3.158 -2.314 -0.21 -0.12 -0.03
H -4.284 1.187 1.373 0.02 0.06 0.04
H -5.277 -0.250 3.947 0.32 0.04 0.00
H 2.401 -0.577 -2.156 0.32 0.32 0.18
H -0.954 -2.964 3.113 -0.16 0.24 -0.27
H -0.331 0.046 3.442 -0.31 0.06 -0.01
H 1.289 -5.292 -1.646 0.18 0.18 0.17
H -2.640 3.042 -2.475 0.15 -0.54 -0.07
H -1.579 1.925 4.479 -0.22 -0.24 -0.06
H -2.083 -2.808 1.753 0.14 0.02 0.32
H -3.999 -2.119 2.886 0.05 0.31 0.11
H 5.011 -3.560 -0.300 -0.33 -0.04 0.00
H 0.063 -4.004 0.099 0.33 0.04 -0.09
H 1.392 -1.073 -0.459 0.03 0.37 0.61
H -1.446 -0.439 0.527 0.39 0.04 0.55
H 2.084 3.313 -0.316 0.22 -0.20 -0.20
H -4.064 1.793 4.730 0.16 -0.26 -0.12
H -1.997 0.215 -1.881 0.22 0.20 -0.07
```
Positions in Å, forces in eV/Å.

=====

(2)
DFT (ωB97M-V/def2-TZVPD) results for a cluster of 6 separate species, C29H33N6O2PS in total at a distorted geometry.

## Properties
Highest occupied orbital energy (Eh): -0.3279
HOMO-LUMO gap (hartree): 0.330
Spin multiplicity: 1
E (Eh): -2343.30237
SMILES: [H]/N=C\CCOC(=O)[PH2]=S.c1ccncc1.c1ccncc1.c1ccncc1.c1ccncc1.c1ccncc1
Total charge: 0

The geometry in XYZ format:
```
72
Properties=species:S:1:pos:R:3:forces:R:3
S -0.801 -1.155 -5.213 -0.31 -0.25 0.03
P -1.865 0.249 -4.391 1.63 -0.20 -0.17
O -4.093 1.576 -5.180 2.20 -4.30 0.43
O -4.483 -0.648 -5.448 2.45 0.90 1.87
N -0.049 -3.184 0.644 -0.56 -0.51 -0.19
N -0.003 -0.352 5.662 -0.46 -0.23 1.01
N -7.274 -1.326 -3.722 1.22 -1.62 -3.00
N 0.955 2.762 1.996 -0.05 -0.52 -0.10
N 1.065 0.881 -2.954 0.55 0.16 0.04
N 5.142 4.826 -0.688 0.06 -0.24 0.58
C 6.287 4.215 -0.346 -0.40 0.24 -0.29
C 3.800 1.334 -2.632 0.08 0.00 0.02
C 0.748 0.514 2.836 0.10 -0.15 -0.28
C -1.018 0.455 6.010 0.43 -0.21 -0.30
C -0.863 -2.977 -0.404 0.41 0.06 0.38
C 1.943 -0.132 -2.889 -0.48 0.19 -0.06
C -1.308 -5.177 1.130 -0.07 0.04 -0.12
C 0.916 1.879 3.008 0.02 0.41 -0.38
C 3.308 0.040 -2.728 0.00 0.17 0.02
C -1.786 0.279 7.150 0.04 -0.11 0.07
C 6.577 3.779 0.936 -0.09 0.02 0.07
C -1.912 -3.816 -0.743 0.00 -0.10 0.10
C 0.608 0.029 1.543 -0.02 -0.03 -0.04
C -1.495 -0.794 7.979 -0.05 -0.01 0.07
C 1.568 2.123 -2.858 -0.32 -0.44 -0.06
C -4.145 -1.910 -4.810 -0.62 -2.44 -0.67
C 2.915 2.400 -2.699 0.06 -0.02 0.00
C -0.453 -1.645 7.642 -0.09 0.08 0.02
C -3.634 0.409 -5.049 -3.83 3.61 -0.92
C 5.631 3.988 1.929 0.01 -0.01 0.07
C 0.259 -1.382 6.483 0.00 0.37 -0.40
C -0.288 -4.276 1.387 0.23 0.47 -0.19
C 0.819 2.265 0.756 0.07 0.33 0.46
C 4.243 5.015 0.292 0.29 -0.02 -0.50
C -6.807 -1.943 -4.800 0.14 0.66 3.14
C 4.439 4.619 1.605 0.10 -0.04 0.06
C -2.135 -4.938 0.042 -0.08 -0.06 -0.02
C -5.485 -2.826 -4.622 -0.30 0.05 -0.73
C 0.642 0.919 0.480 -0.03 -0.06 0.11
H -7.319 -1.809 -5.806 0.77 -0.24 1.42
H -2.539 -3.598 -1.599 0.06 0.00 0.02
H -3.487 -2.499 -5.544 -0.54 1.07 1.50
H 7.518 3.289 1.154 -0.04 0.03 -0.04
H -0.647 -2.089 -0.989 -0.05 -0.02 -0.04
H -3.692 -1.813 -3.769 -0.31 0.24 -1.55
H -6.637 -1.567 -2.940 -0.51 0.16 -0.36
H 6.997 4.077 -1.156 0.02 -0.02 0.06
H 5.821 3.663 2.946 -0.02 0.02 -0.06
H 0.727 -0.151 3.691 0.00 0.23 -0.15
H 3.679 4.800 2.355 -0.01 -0.04 -0.09
H -2.592 0.964 7.382 0.05 -0.02 -0.04
H -1.890 0.188 -2.945 -0.49 0.32 -0.85
H 0.535 0.575 -0.541 0.02 0.08 0.04
H 1.027 2.307 4.000 0.01 -0.07 0.02
H -2.945 -5.620 -0.192 0.05 0.04 0.02
H 3.265 3.423 -2.628 0.00 -0.04 0.03
H 0.836 2.923 -2.911 0.07 0.04 0.01
H 1.085 -2.017 6.179 -0.03 -0.02 0.06
H -1.452 -6.043 1.763 0.03 0.06 -0.02
H 0.473 -1.033 1.366 0.06 0.09 0.02
H -0.198 -2.493 8.265 0.01 0.04 -0.05
H -1.207 1.502 -4.704 -1.23 -0.49 0.47
H -1.209 1.277 5.329 -0.04 -0.01 0.03
H -5.491 -3.714 -5.360 0.15 1.55 0.99
H 4.863 1.510 -2.507 -0.07 0.02 0.01
H 3.970 -0.815 -2.679 -0.07 0.02 0.00
H 1.511 -1.124 -2.972 0.05 0.01 -0.04
H 0.383 -4.417 2.228 -0.05 -0.05 -0.02
H -5.453 -3.305 -3.574 -0.26 0.92 -1.55
H 0.856 2.999 -0.043 0.00 -0.05 -0.03
H 3.326 5.509 -0.012 0.00 -0.02 0.08
H -2.075 -0.966 8.879 0.04 0.01 -0.06
```
Positions in Å, forces in eV/Å.

=====

(3)
DFT (ωB97M-V/def2-TZVPD) results for a structure of composition C29H34BrN7O2ReSSi.

## Properties
Highest occupied orbital energy (alpha / beta) (Eh): -0.4633 / -0.4724
HOMO-LUMO gap (alpha / beta) (hartree): 0.220 / 0.195
Expectation value of S²: 3.8099
Spin multiplicity: 4
E (Eh): -4998.79063
Total charge: +2

The geometry in XYZ format:
```
76
Properties=species:S:1:pos:R:3:forces:R:3
Re -0.241 0.994 -0.050 -0.23 0.05 0.33
Br -5.513 -5.344 5.188 0.00 0.00 0.02
S 1.000 0.380 -1.888 0.00 -0.08 -0.22
Si 2.046 0.268 2.531 -0.03 -0.02 0.06
O -2.068 1.106 -1.028 0.06 -0.06 -0.18
O 1.000 0.948 1.409 0.11 -0.07 0.06
N 2.877 1.950 -0.810 0.03 0.00 -0.04
N 0.046 3.107 -0.247 0.01 0.04 0.03
N -5.065 -4.584 -0.764 0.02 -0.06 -0.01
N 3.131 1.491 -3.050 0.01 0.05 0.00
N -4.838 -3.569 -1.379 0.02 0.04 -0.02
N -0.965 -1.006 0.049 -0.03 -0.01 -0.07
N 0.512 8.411 -0.810 0.00 0.00 0.00
C -0.937 -3.339 0.534 -0.01 0.04 0.01
C -0.195 5.070 -1.584 0.00 -0.02 0.01
C -5.361 -3.782 2.838 0.00 0.00 0.00
C -4.129 -2.430 -1.222 -0.06 -0.02 -0.03
C -5.199 -5.989 1.136 0.00 0.02 0.01
C 3.574 -0.311 -4.682 -0.01 -0.02 -0.01
C 0.479 3.871 0.772 0.01 -0.02 -0.01
C -0.361 -2.065 0.565 0.01 -0.01 0.05
C -5.148 -4.688 0.636 -0.06 0.02 0.00
C -2.841 -2.407 -0.576 0.03 0.00 -0.02
C 2.776 0.940 -4.365 0.00 -0.03 0.04
C 4.080 2.775 -0.684 -0.02 -0.01 -0.02
C 0.397 7.276 -0.685 0.00 0.00 0.00
C -3.985 -0.066 -1.782 -0.04 -0.04 -0.01
C -5.249 -3.578 1.480 -0.02 -0.03 0.03
C 0.267 5.853 -0.533 0.00 0.00 0.00
C 3.057 -1.050 1.672 0.01 -0.01 0.00
C -2.188 -1.173 -0.532 0.04 -0.03 0.01
C 5.349 1.956 -0.489 -0.01 -0.01 -0.02
C 3.145 1.654 3.106 -0.01 0.02 0.00
C -4.631 -1.273 -1.857 0.02 0.05 0.01
C 0.607 5.239 0.669 0.00 0.00 0.00
C -5.367 -5.084 3.342 0.00 0.00 -0.02
C -2.748 0.018 -1.121 0.04 0.05 0.03
C 2.448 1.373 -1.923 0.05 -0.01 0.02
C -5.289 -6.188 2.499 0.00 0.00 0.01
C 1.032 -0.437 3.926 0.02 0.05 -0.04
C -2.173 -3.519 -0.032 0.00 -0.02 -0.01
C -0.290 3.706 -1.401 -0.01 0.01 -0.02
H 0.735 3.345 1.682 0.00 0.01 -0.01
H 1.708 0.738 -4.364 -0.02 0.02 -0.01
H -5.319 -7.187 2.909 0.00 0.00 0.00
H 0.960 5.817 1.511 0.00 0.00 0.00
H 3.917 3.431 0.171 0.00 0.01 0.00
H 4.147 3.429 -1.557 0.01 0.00 0.00
H 3.942 -1.289 2.266 -0.01 0.00 0.01
H -5.569 -1.361 -2.389 0.00 0.00 0.00
H 4.646 -0.110 -4.674 0.00 0.01 0.00
H -2.610 -4.507 -0.075 0.02 0.02 0.00
H -5.460 -2.945 3.514 0.00 0.00 0.00
H 4.047 1.912 -2.988 -0.01 0.02 0.00
H 3.364 -1.101 -3.961 0.00 0.00 0.00
H -0.477 5.513 -2.528 0.00 0.00 0.00
H 0.192 0.219 4.164 0.01 0.00 0.02
H -5.165 -6.822 0.447 0.00 0.00 0.00
H 2.511 -1.986 1.533 0.10 0.02 0.03
H -0.393 -4.172 0.956 0.01 0.00 -0.01
H 3.871 1.295 3.838 0.00 0.00 -0.01
H 1.634 -0.534 4.831 0.02 -0.02 -0.01
H 2.959 1.724 -5.100 0.02 -0.01 0.01
H 6.211 2.616 -0.409 0.00 0.00 0.00
H -0.646 3.057 -2.191 0.00 0.01 0.00
H 2.570 2.450 3.586 0.00 0.00 0.00
H 3.711 2.096 2.281 0.00 0.00 0.02
H 5.287 1.364 0.424 0.00 -0.01 0.00
H -4.397 0.822 -2.240 0.00 0.00 0.00
H 3.403 -0.723 0.688 0.01 0.02 -0.01
H 3.313 -0.674 -5.676 0.00 0.00 0.00
H 0.636 -1.428 3.696 -0.03 0.01 -0.03
H 5.526 1.270 -1.319 0.00 0.00 0.00
H 2.366 1.710 0.031 -0.01 0.02 0.03
H 0.614 -1.899 1.004 -0.09 -0.01 -0.04
H -5.274 -2.573 1.081 -0.01 0.00 0.01
```
Positions in Å, forces in eV/Å.